This record from the OMol25 dataset describes C3H3MgO9 as an isolated structure in a non-equilibrium geometry. The level of theory is ωB97M-V/def2-TZVPD.

## Properties
HOMO-LUMO gap (alpha / beta)	10.741 / 4.244	eV
E_LUMO (alpha / beta)	0.11 / -5.56	eV
2S+1	2
energy relative to the best compared isomer or geometry (same formula, charge and spin)	40.3	kJ/mol
calculated total energy	-993.48401	hartree

Last column: Mulliken spin population.
CARTESIAN COORDINATES (ANGSTROEM)
1 Mg -0.074 0.020 0.163  -0.0157
2 O 0.022 -2.951 2.539  0.0011
3 C 0.025 -1.869 1.726  -0.0147
4 O -1.022 -1.337 1.357  0.0867
5 O 1.035 -1.320 1.303  0.0887
6 H 0.883 -3.325 2.341  0.0013
7 O -1.995 3.215 0.422  0.0001
8 C -1.407 2.067 0.348  -0.0241
9 O -1.606 1.256 -0.538  0.1034
10 O -0.407 1.754 1.059  0.1630
11 H -2.666 3.089 -0.253  0.0028
12 O 1.785 -0.281 -3.069  -0.0001
13 C 1.144 -0.240 -1.907  -0.0576
14 O 0.189 -0.846 -1.580  0.2465
15 O 1.540 0.478 -0.924  0.4166
16 H 2.554 0.288 -2.985  0.0022